Density functional theory data (ωB97M-V/def2-TZVPD) for C35H37BCaF5N2O6SSe as an isolated structure.

Geometry as XYZ:
```
89
Properties=species:S:1:pos:R:3:lowdin_charge:R:1
Ca -1.633 0.400 0.739 1.0273
C -0.488 2.779 3.042 -0.0789
O -1.278 2.639 1.871 -0.3331
C -2.370 3.533 1.847 -0.2144
C -2.916 3.525 0.438 -0.1664
O -3.324 2.222 0.039 -0.2452
C -4.653 1.880 0.409 -0.1953
C -4.964 0.565 -0.261 -0.2009
O -4.008 -0.386 0.155 -0.3467
C -4.552 -1.642 0.532 -0.1015
H 0.009 3.756 3.038 0.0983
H 0.260 1.990 3.033 0.0893
H -1.106 2.671 3.937 0.0814
H -2.031 4.549 2.091 0.1339
H -3.117 3.215 2.585 0.1030
H -2.127 3.815 -0.255 0.1225
H -3.754 4.224 0.347 0.1291
H -5.345 2.655 0.057 0.1313
H -4.733 1.781 1.497 0.0887
H -4.915 0.676 -1.350 0.1279
H -5.975 0.249 0.016 0.1292
H -4.995 -2.141 -0.336 0.0993
H -5.299 -1.511 1.320 0.0871
H -3.732 -2.238 0.920 0.0617
Se -3.184 0.190 3.359 0.5532
C -1.628 0.022 4.452 -0.7068
C -0.520 -0.713 4.015 -0.1450
C 0.646 -0.767 4.765 -0.0960
C 0.734 -0.105 5.983 -0.1231
C -0.371 0.602 6.445 -0.1197
C -1.535 0.663 5.691 -0.1781
H -0.576 -1.268 3.083 0.0581
H 1.488 -1.336 4.388 0.1012
H 1.645 -0.145 6.567 0.0861
H -0.325 1.114 7.399 0.0892
H -2.387 1.226 6.052 0.0844
C 3.005 2.774 -3.523 -0.0850
C 1.723 2.609 -4.333 -0.2266
C 0.534 2.125 -3.513 -0.2145
N 0.779 0.764 -3.061 0.0348
C -0.152 -0.046 -2.576 -0.7855
S -1.754 0.434 -2.383 0.6841
N 0.189 -1.337 -2.232 0.1319
C 1.393 -2.031 -2.165 -0.3833
O 1.423 -3.114 -1.632 0.1433
C 2.648 -1.464 -2.761 -0.1626
C 3.712 -1.196 -1.908 -0.0086
C 4.904 -0.708 -2.426 -0.0619
C 5.043 -0.522 -3.794 -0.0910
C 3.990 -0.822 -4.649 -0.0843
C 2.789 -1.286 -4.134 -0.0448
H 3.829 3.099 -4.160 0.0746
H 3.323 1.844 -3.043 0.0573
H 2.872 3.519 -2.737 0.0667
H 1.887 1.914 -5.163 0.1039
H 1.450 3.569 -4.777 0.1070
H -0.376 2.120 -4.112 0.0935
H 0.354 2.776 -2.654 0.1042
H 1.743 0.477 -3.007 0.0943
H -0.567 -1.852 -1.774 0.0865
H 3.597 -1.370 -0.847 0.1127
H 5.720 -0.475 -1.755 0.1097
H 5.974 -0.144 -4.197 0.1011
H 4.102 -0.688 -5.717 0.1020
H 1.955 -1.501 -4.792 0.1250
O -1.533 -3.070 -0.571 0.0055
B -1.144 -2.275 0.587 -0.4122
O -0.587 -3.224 1.500 0.0712
C -0.629 -4.458 0.933 -0.2339
C -0.198 -5.663 1.444 -0.0010
C -0.359 -6.792 0.639 -0.1138
C -0.930 -6.701 -0.624 -0.1152
C -1.364 -5.474 -1.132 -0.0082
C -1.201 -4.369 -0.328 -0.2469
H 0.248 -5.720 2.428 0.1128
H -0.029 -7.756 1.005 0.0887
H -1.036 -7.594 -1.228 0.0880
H -1.804 -5.387 -2.117 0.1112
F 0.235 3.373 -0.464 0.0163
C 1.220 2.510 -0.045 -0.2742
C 0.914 1.212 0.292 -0.0247
C 2.021 0.472 0.644 -0.2713
F 1.895 -0.840 0.987 0.0423
C 3.321 0.957 0.680 -0.1695
F 4.367 0.178 1.029 0.0809
C 3.557 2.273 0.335 -0.1549
F 4.807 2.768 0.338 0.0929
C 2.487 3.068 -0.031 -0.1753
F 2.711 4.352 -0.385 0.0756
```

Values from the calculation:
Charge: -1
2S+1: 1
ΔE to the lowest compared entry with this formula, charge and spin (eV): 0.189
DFT total energy (hartree): -5918.45014

Density functional theory data (ωB97M-V/def2-TZVPD) for an isolated ion of composition C5H14N4O and charge +2 in a non-equilibrium geometry.

Geometry as XYZ:
```
24
Properties=species:S:1:pos:R:3:nbo_charge:R:1
C 0.651 1.072 -0.424 -0.0795
C 0.648 0.180 0.644 0.3492
C -0.097 0.400 -1.520 0.1858
C -0.701 -1.948 1.175 -0.4596
C -2.397 -0.186 -0.606 -0.4407
N -0.235 -0.858 0.332 -0.2174
N -0.943 -0.563 -0.863 -0.2292
N 1.724 2.018 -0.726 -0.6823
N 1.373 0.177 1.998 -0.7441
O 0.836 -0.418 -2.245 -0.7251
H -0.731 1.230 -2.092 0.2291
H -0.994 -1.586 2.210 0.2122
H -1.561 -2.326 0.680 0.2663
H -0.028 -2.904 1.263 0.2592
H -2.680 -0.771 0.234 0.2165
H -2.572 0.906 -0.412 0.2092
H -3.081 -0.382 -1.415 0.2557
H 1.678 1.815 -1.689 0.4832
H 2.607 1.764 -0.174 0.4539
H 1.470 3.013 -0.422 0.4699
H 2.120 -0.691 2.035 0.5079
H 0.531 0.087 2.681 0.5042
H 1.988 0.967 2.174 0.4639
H 0.394 -0.997 -2.837 0.5114
```

Values from the calculation:
Charge: +2
SMILES string: CN1C([NH3+])=C([NH3+])[C@@H](O)N1C
2S+1: 1
ΔE to the lowest compared entry with this formula, charge and spin (eV): 4.408
DFT total energy (hartree): -492.38625